ORCA calculation (ωB97M-V with the def2-TZVPD basis set) on C32H40BrFN2O5Si2 as an isolated structure in a non-equilibrium geometry.

For the molecular weight, the calculation gives 687.76 Da. The total energy is -135570.209 eV. As for the net charge: 0.

```
83
Properties=species:S:1:pos:R:3:mulliken_charge:R:1
C -2.619 0.478 1.185 -0.65
C -2.334 2.058 1.259 -0.33
O -2.647 2.756 -0.005 -0.49
Si -1.301 2.744 -1.070 0.21
F -0.405 4.200 -0.786 -0.33
O -0.282 1.362 -0.749 0.11
Si 0.968 1.274 -1.978 0.00
N 2.494 1.745 -1.123 -0.30
C 1.204 -0.474 -2.717 -0.37
C 1.165 -0.541 -4.310 0.34
O 2.239 -0.802 -4.914 -0.50
Br -0.439 -0.295 -5.440 -0.13
N -1.863 2.565 -2.744 0.86
C -2.026 3.844 -3.466 0.41
C -0.811 4.236 -4.465 -0.85
O -2.981 4.645 -3.364 -0.53
C -3.010 1.651 -2.886 0.25
C -4.550 2.028 -2.779 -0.87
O -2.731 0.432 -3.091 -0.51
H -1.874 -0.099 1.837 0.25
H -3.684 0.234 1.534 0.28
H -2.556 0.122 0.092 0.10
H -3.054 2.501 2.030 0.37
H -1.277 2.303 1.621 0.22
H 0.753 2.325 -2.983 -0.18
H 2.201 2.130 -0.203 0.15
H 2.970 2.484 -1.665 0.28
H 2.253 -0.843 -2.405 0.33
H 0.446 -1.187 -2.228 0.36
H -1.135 4.977 -5.266 0.33
H 0.059 4.634 -3.827 0.22
H -0.458 3.244 -4.941 0.22
H -4.982 2.482 -3.746 0.31
H -4.815 2.697 -1.888 0.24
H -5.132 1.046 -2.607 0.23
C 6.680 2.608 1.046 -0.61
C 5.556 2.117 0.388 -0.36
C 5.703 1.339 -0.756 0.05
C 6.976 1.045 -1.237 -0.60
C 8.099 1.533 -0.577 -0.36
C 7.952 2.318 0.562 -0.37
H 6.564 3.218 1.936 0.37
H 4.564 2.341 0.768 0.26
H 4.827 0.962 -1.271 0.51
H 7.091 0.434 -2.126 0.38
H 9.091 1.302 -0.952 0.38
H 8.828 2.703 1.073 0.37
C 4.871 -0.833 1.956 0.29
C 4.099 -1.977 2.138 -0.81
C 4.302 -2.784 3.253 -0.30
C 5.270 -2.442 4.192 -0.55
C 6.039 -1.296 4.012 -0.49
C 5.843 -0.494 2.891 -0.18
H 4.714 -0.208 1.085 0.11
H 3.339 -2.240 1.409 0.48
H 3.705 -3.679 3.392 0.44
H 5.425 -3.068 5.064 0.37
H 6.793 -1.028 4.745 0.37
H 6.446 0.396 2.748 0.26
C -0.569 -3.994 1.915 -0.41
C -1.340 -5.137 2.097 -0.45
C -1.138 -5.944 3.213 -0.36
C -0.169 -5.601 4.152 -0.43
C 0.600 -4.456 3.972 -0.38
C 0.404 -3.654 2.851 -0.31
H -0.725 -3.367 1.043 0.44
H -2.100 -5.400 1.369 0.36
H -1.735 -6.839 3.351 0.36
H -0.014 -6.228 5.024 0.36
H 1.354 -4.189 4.705 0.42
H 1.007 -2.764 2.708 0.40
C -7.211 0.300 0.014 -0.18
C -6.846 -0.852 -0.677 -0.28
C -7.812 -1.792 -1.024 -0.51
C -9.145 -1.574 -0.689 -0.36
C -9.511 -0.421 -0.002 -0.35
C -8.544 0.514 0.353 -0.52
H -6.457 1.031 0.287 0.37
H -5.807 -1.018 -0.944 0.41
H -7.526 -2.692 -1.556 0.36
H -9.899 -2.304 -0.964 0.36
H -10.551 -0.251 0.257 0.35
H -8.828 1.410 0.894 0.36
```

=====

ORCA calculation (ωB97M-V with the def2-TZVPD basis set) on C32H40FeGe2N2O2 as an isolated structure in a non-equilibrium geometry.

For the molecular weight, the calculation gives 685.75 Da. The total energy is -188326.523 eV. As for the net charge: 0. As for the expectation value of S²: 6.1121. Its spin multiplicity is 5.

```
79
Properties=species:S:1:pos:R:3:mulliken_charge:R:1
Fe -1.074 -0.641 -0.185 -1.20
O -1.026 -0.452 1.746 0.17
C -2.010 -0.482 2.597 0.43
C -1.740 -0.642 3.973 -1.02
C -2.755 -0.693 4.894 -0.56
C -4.098 -0.564 4.505 -0.86
C -4.381 -0.366 3.179 -0.81
C -3.365 -0.311 2.206 0.90
C -3.771 -0.084 0.840 -0.71
N -3.012 0.026 -0.184 0.54
C -3.663 0.081 -1.514 -0.99
C -2.570 0.053 -2.587 -0.73
N -1.605 -0.964 -2.136 0.38
C -1.562 -2.073 -2.766 -0.66
C -1.160 -3.341 -2.210 1.00
C -0.952 -4.423 -3.082 -0.70
C -0.640 -5.670 -2.611 -0.82
C -0.569 -5.870 -1.221 -0.51
C -0.807 -4.847 -0.340 -0.74
C -1.093 -3.542 -0.800 0.35
O -1.320 -2.587 0.056 -0.33
H -0.703 -0.724 4.276 0.44
H -2.513 -0.830 5.941 0.42
H -4.893 -0.614 5.236 0.40
H -5.410 -0.241 2.856 0.37
H -4.854 -0.031 0.676 0.27
H -4.284 0.973 -1.609 0.53
H -4.295 -0.802 -1.635 0.47
H -2.092 1.025 -2.631 -0.05
H -2.990 -0.181 -3.567 0.51
H -1.911 -2.082 -3.806 0.27
H -1.033 -4.248 -4.151 0.38
H -0.467 -6.491 -3.293 0.42
H -0.322 -6.852 -0.836 0.42
H -0.783 -5.012 0.731 0.47
C 3.096 -2.629 1.604 -1.24
C 1.610 -2.314 1.407 -0.34
Ge 1.255 -1.220 -0.187 1.23
C 1.945 -2.134 -1.804 -0.50
C 3.449 -1.898 -1.998 -1.42
C 2.399 0.350 0.005 -0.33
C 1.921 1.594 -0.043 -0.23
Ge -0.090 1.647 -0.102 1.81
C -0.692 2.840 -1.588 -0.63
C -0.160 4.271 -1.715 -1.37
C -0.849 2.364 1.600 -0.38
C -0.723 3.819 2.059 -1.32
C 2.849 2.771 -0.048 0.36
C 2.388 4.069 0.150 0.37
C 3.239 5.166 0.117 -1.12
C 4.591 4.989 -0.124 -0.45
C 5.075 3.703 -0.334 -0.74
C 4.217 2.616 -0.301 -0.80
H 3.259 -3.150 2.551 0.41
H 3.703 -1.721 1.624 0.25
H 3.482 -3.271 0.809 0.29
H 1.220 -1.733 2.244 0.17
H 1.023 -3.233 1.356 0.26
H 1.400 -1.760 -2.675 0.38
H 1.728 -3.202 -1.726 0.30
H 3.674 -0.835 -2.091 0.35
H 3.803 -2.393 -2.906 0.43
H 4.031 -2.287 -1.162 0.25
H 3.475 0.181 0.108 0.23
H -1.785 2.867 -1.504 0.36
H -0.451 2.307 -2.513 0.45
H -0.366 4.873 -0.831 0.21
H -0.635 4.772 -2.564 0.41
H 0.916 4.285 -1.886 0.36
H -0.437 1.716 2.375 0.26
H -1.913 2.114 1.534 0.14
H 0.298 4.076 2.322 0.33
H -1.325 3.969 2.959 0.43
H -1.077 4.533 1.314 0.25
H 1.340 4.218 0.322 0.63
H 2.837 6.161 0.271 0.38
H 5.259 5.840 -0.161 0.38
H 6.128 3.546 -0.532 0.40
H 4.619 1.627 -0.485 0.33
```

=====

ORCA calculation (ωB97M-V with the def2-TZVPD basis set) on C32H40N3NdO4S3Si as an isolated structure in a non-equilibrium geometry.

Its energy above the lowest of the compared OMol25 structures with the same formula, charge and spin is 12.5 kcal/mol. For the molecular weight, the calculation gives 799.22 Da. As for the net charge: -2. As for the expectation value of S²: 3.7543. Its spin multiplicity is 4.

```
84
Properties=species:S:1:pos:R:3:mulliken_charge:R:1
Nd 0.918 0.773 -0.604 0.64
C 1.243 -2.575 1.077 -0.33
Si -0.433 -3.072 1.596 -0.26
C -1.813 -2.552 0.434 -0.82
N -1.776 -1.173 -0.049 0.74
C -2.167 -0.203 1.003 0.85
C -3.528 0.445 0.744 -0.67
C -4.523 -0.615 0.283 -0.82
C -4.078 -1.220 -1.061 -0.70
C -2.572 -1.013 -1.275 -0.47
C -0.892 -2.535 3.354 0.32
C -2.155 -2.854 3.862 0.35
C -2.560 -2.437 5.126 -0.82
C -1.697 -1.686 5.913 -0.45
C -0.435 -1.368 5.437 -0.68
C -0.037 -1.791 4.169 -0.52
C -0.569 -4.970 1.596 0.54
C -0.601 -5.741 2.762 -0.15
C -0.632 -7.133 2.714 -0.70
C -0.631 -7.786 1.491 -0.34
C -0.590 -7.045 0.317 -0.79
C -0.558 -5.656 0.376 -0.38
H 1.320 -2.979 0.055 0.25
H 1.929 -3.212 1.669 0.39
H -2.781 -2.805 0.912 0.13
H -1.735 -3.218 -0.433 0.61
H -1.412 0.574 1.111 -1.02
H -2.207 -0.732 1.958 -0.07
H -3.440 1.226 -0.017 0.13
H -3.861 0.940 1.660 0.53
H -5.532 -0.204 0.208 0.50
H -4.565 -1.400 1.047 0.23
H -4.601 -0.730 -1.888 0.49
H -4.345 -2.280 -1.106 0.28
H -2.381 -0.028 -1.690 -0.09
H -2.183 -1.716 -2.014 0.52
H -2.847 -3.434 3.257 0.38
H -3.549 -2.691 5.490 0.37
H -2.009 -1.350 6.895 0.35
H 0.247 -0.784 6.044 0.45
H 0.949 -1.532 3.806 0.34
H -0.602 -5.253 3.731 0.28
H -0.652 -7.705 3.635 0.37
H -0.654 -8.869 1.450 0.35
H -0.575 -7.545 -0.644 0.38
H -0.507 -5.102 -0.557 0.30
C -0.934 4.792 6.556 -1.48
C -0.488 4.435 5.160 1.11
C -0.381 3.104 4.764 -0.90
C 0.017 2.772 3.478 -0.36
C 0.317 3.780 2.572 -0.25
C 0.223 5.110 2.945 -0.59
C -0.180 5.427 4.239 -0.61
S 0.757 3.318 0.910 1.59
O 1.189 4.540 0.281 -0.82
O 1.765 2.261 1.094 -0.66
N -0.461 2.609 0.274 -0.10
C -1.373 3.331 -0.624 -0.57
C -1.706 2.486 -1.859 0.26
O -2.709 2.810 -2.503 -0.83
O -0.908 1.520 -2.099 -0.39
H -1.071 3.898 7.166 0.32
H -1.883 5.334 6.545 0.31
H -0.202 5.429 7.059 0.34
H -0.616 2.313 5.471 0.37
H 0.100 1.733 3.175 0.39
H 0.472 5.878 2.224 0.50
H -0.254 6.470 4.534 0.34
H -0.931 4.268 -0.973 0.48
H -2.312 3.572 -0.125 0.32
S 3.530 0.689 -1.675 -0.65
C 2.142 -0.053 -2.646 0.24
N 1.684 0.917 -3.633 -0.37
C 2.646 1.049 -4.725 -0.76
C 3.406 -0.303 -4.911 -0.50
S 2.678 -1.443 -3.682 -0.32
H 0.787 0.623 -3.997 0.19
H 3.372 1.824 -4.479 0.22
H 2.109 1.343 -5.632 0.36
H 4.465 -0.155 -4.698 0.26
H 3.296 -0.711 -5.919 0.32
C 1.572 -1.066 1.079 -1.38
H 2.625 -0.947 0.795 0.66
H 1.525 -0.671 2.103 -0.01
```

=====

ORCA calculation (ωB97M-V with the def2-TZVPD basis set) on a 8-piece molecular cluster, C32H40N8 overall in a non-equilibrium geometry.

Its structure (SMILES) is c1cc[nH]c1.c1cc[nH]c1.c1cc[nH]c1.c1cc[nH]c1.c1cc[nH]c1.c1cc[nH]c1.c1cc[nH]c1.c1cc[nH]c1. Its energy above the lowest of the compared OMol25 structures with the same formula, charge and spin is 455.9 kcal/mol. For the molecular weight, the calculation gives 536.73 Da. As for the net charge: 0.

```
80
Properties=species:S:1:pos:R:3:mulliken_charge:R:1
C -1.632 0.159 1.894 -0.88
C -2.271 1.211 1.069 -1.44
C -1.528 1.558 -0.158 -0.53
N -0.455 0.606 -0.150 0.69
C -0.474 -0.309 0.969 0.17
H -1.736 -0.354 2.906 0.52
H -3.061 1.833 1.399 0.60
H -1.652 2.150 -1.012 0.56
H 0.253 0.597 -0.847 0.03
H 0.436 -0.908 0.819 0.14
C 2.513 -0.570 4.943 -0.46
C 3.655 0.280 5.453 -0.53
C 3.437 1.720 4.931 -0.45
N 2.276 1.636 4.092 -0.35
C 1.707 0.331 4.099 -0.61
H 2.377 -1.649 4.950 0.43
H 4.621 -0.048 6.037 0.28
H 3.970 2.695 4.944 0.34
H 2.158 2.393 3.675 0.70
H 0.987 0.108 3.373 0.39
C -2.701 2.093 -5.234 -0.79
C -2.576 1.076 -6.279 -0.72
C -2.495 -0.262 -5.525 -0.19
N -2.514 0.006 -4.193 -0.11
C -2.671 1.436 -3.896 -0.65
H -2.589 2.989 -5.359 0.75
H -2.274 1.359 -7.370 0.25
H -2.324 -1.249 -5.911 0.43
H -2.724 -0.758 -3.424 0.44
H -2.801 1.935 -2.940 0.37
C 4.317 -1.376 0.165 -0.95
C 5.469 -0.254 0.202 -0.75
C 5.044 0.710 1.277 -0.41
N 3.796 0.227 1.911 0.49
C 3.398 -0.943 1.379 -0.81
H 4.150 -2.290 -0.318 0.63
H 6.240 -0.127 -0.496 0.43
H 5.509 1.598 1.793 0.39
H 3.351 0.602 2.690 0.24
H 2.545 -1.313 1.626 1.01
C -3.691 -5.354 1.001 -0.64
C -3.494 -4.347 2.087 -0.62
C -3.463 -3.031 1.385 -0.16
N -3.752 -3.225 -0.026 -0.05
C -3.749 -4.577 -0.382 -0.19
H -3.742 -6.372 1.007 0.51
H -3.330 -4.491 3.201 0.32
H -3.156 -1.965 1.739 0.12
H -3.632 -2.551 -0.790 0.57
H -3.991 -4.945 -1.607 0.10
C -2.377 -2.929 -2.823 -0.88
C -3.870 -2.480 -2.879 -0.84
C -4.124 -1.368 -1.763 0.11
N -2.792 -1.140 -1.222 0.83
C -1.784 -1.935 -1.863 -0.26
H -1.738 -3.623 -3.121 0.65
H -4.662 -3.181 -3.342 0.31
H -5.184 -0.900 -1.386 0.37
H -2.911 -0.488 -0.541 -0.54
H -0.816 -1.671 -1.422 0.47
C 0.805 -0.336 -3.067 -0.33
C 0.861 1.186 -3.113 -0.72
C 1.954 1.654 -2.100 -0.50
N 2.328 0.541 -1.404 0.15
C 1.864 -0.682 -2.004 -0.53
H 0.012 -0.852 -3.731 0.46
H 0.350 1.913 -3.583 0.72
H 2.309 2.619 -1.714 0.40
H 2.816 0.443 -0.588 0.15
H 2.201 -1.617 -1.594 0.23
C 2.800 4.287 2.351 -0.70
C 1.538 4.514 3.289 -0.68
C 0.598 3.461 2.722 -0.26
N 1.240 2.780 1.679 0.37
C 2.399 3.274 1.302 -0.10
H 3.866 4.793 2.378 0.29
H 1.328 5.230 4.067 0.42
H -0.569 3.394 2.688 0.28
H 0.792 2.122 1.187 0.21
H 3.054 2.925 0.477 0.30
```

=====

ORCA calculation (ωB97M-V with the def2-TZVPD basis set) on a 7-piece molecular cluster, C32H41BF11N2O26S overall.

Its energy above the lowest of the compared OMol25 structures with the same formula, charge and spin is 0.0 kcal/mol. For the molecular weight, the calculation gives 1121.53 Da. As for the net charge: +1.

```
114
Properties=species:S:1:pos:R:3:mulliken_charge:R:1
C 2.474 -3.295 2.149 -1.12
N 1.740 -2.216 1.465 -0.08
C 0.653 -2.689 0.678 -1.72
N -0.555 -1.779 0.745 0.68
C -0.601 -0.529 0.448 -0.11
C 0.606 0.278 -0.088 0.74
F 0.145 1.496 -0.434 -0.35
F 1.515 0.479 0.897 -0.18
C 1.302 -0.351 -1.330 0.15
F 0.340 -1.006 -2.037 -0.18
F 1.793 0.635 -2.079 -0.28
C -1.940 0.117 0.698 1.90
C -2.584 0.880 -0.474 -1.43
C -3.992 1.400 -0.106 -0.81
C -5.122 0.848 -0.975 -0.74
O -5.890 -0.056 -0.157 -0.33
C -6.807 -0.803 -0.850 0.57
C -6.735 -2.271 -0.537 -0.52
O -7.578 -0.305 -1.602 -0.53
C -1.721 0.993 1.979 -0.98
O -1.984 2.351 1.688 -0.21
O -2.688 2.912 2.795 -0.43
C -2.822 -1.133 0.976 -2.05
C -1.876 -2.312 1.168 -0.01
B -2.286 -3.590 0.211 0.69
O -3.226 -3.399 -0.749 -0.18
O -1.603 -4.741 0.415 -0.51
S -1.793 -2.762 2.954 1.34
O -0.460 -3.081 3.301 -0.52
O -2.579 -1.860 3.711 -0.62
F -2.606 -4.096 2.908 -0.25
H 2.028 -3.544 3.107 0.29
H 2.524 -4.183 1.508 0.39
H 3.500 -2.957 2.267 0.46
H 2.411 -1.735 0.883 0.24
H 0.322 -3.651 1.052 1.02
H 0.874 -2.801 -0.389 0.15
H 2.108 -1.042 -1.071 0.14
H -2.668 0.197 -1.324 0.69
H -1.968 1.706 -0.813 0.66
H -4.236 1.107 0.918 0.36
H -3.997 2.488 -0.134 0.63
H -4.742 0.298 -1.842 0.32
H -5.767 1.642 -1.351 0.44
H -7.049 -2.825 -1.419 0.30
H -5.727 -2.566 -0.254 -0.05
H -7.421 -2.503 0.280 0.28
H -2.340 0.641 2.803 0.58
H -0.681 0.919 2.327 0.55
H -3.586 2.991 2.437 0.36
H -3.459 -1.309 0.112 0.09
H -3.494 -0.962 1.811 0.70
H -2.867 -3.422 -1.654 0.26
H -2.099 -5.532 0.173 0.32
C -5.168 -4.710 -5.010 -0.05
C -4.570 -6.100 -4.894 0.32
O -3.220 -5.812 -4.530 -0.32
C -3.197 -4.612 -3.925 0.79
O -2.258 -4.171 -3.327 -0.73
O -4.362 -3.967 -4.080 -0.26
F -4.582 -6.777 -6.055 -0.26
H -5.024 -4.297 -6.007 -0.05
H -6.216 -4.656 -4.734 0.30
H -5.013 -6.725 -4.117 0.26
C 2.980 3.251 1.684 0.11
C 4.394 3.643 1.305 0.32
O 4.542 4.898 1.947 -0.29
C 3.711 4.914 3.025 0.65
O 3.761 5.704 3.907 -0.52
O 2.829 3.894 2.951 -0.32
F 4.548 3.799 -0.027 -0.29
H 2.265 3.665 0.971 0.23
H 2.836 2.181 1.788 -0.18
H 5.170 2.967 1.671 0.33
C -2.456 -2.929 -9.213 -0.45
C -3.805 -3.445 -8.753 0.33
O -4.049 -2.660 -7.602 -0.24
C -3.371 -1.476 -7.741 0.60
O -3.550 -0.523 -7.067 -0.50
O -2.485 -1.575 -8.754 -0.32
F -3.773 -4.750 -8.390 -0.28
H -1.652 -3.469 -8.711 0.29
H -2.312 -2.959 -10.289 0.28
H -4.618 -3.299 -9.466 0.28
C 6.787 -4.326 0.496 -0.42
C 7.307 -3.625 -0.746 0.28
O 6.098 -3.212 -1.381 -0.33
C 5.151 -3.080 -0.436 0.56
O 4.104 -2.529 -0.597 -0.47
O 5.545 -3.639 0.722 -0.25
F 7.979 -4.451 -1.566 -0.27
H 6.583 -5.376 0.285 0.28
H 7.431 -4.236 1.364 0.27
H 7.915 -2.740 -0.553 0.29
C 3.679 8.004 1.504 -0.06
C 4.230 9.388 1.786 0.32
O 4.284 9.958 0.493 -0.32
C 3.345 9.350 -0.284 0.63
O 2.979 9.740 -1.338 -0.50
O 2.886 8.234 0.336 -0.35
F 5.474 9.353 2.314 -0.28
H 4.482 7.308 1.267 0.11
H 3.067 7.609 2.308 0.14
H 3.599 10.011 2.423 0.28
C 3.776 5.221 7.159 0.00
C 3.268 4.202 8.159 0.32
O 4.403 3.390 8.367 -0.32
C 5.517 4.141 8.113 0.65
O 6.619 3.827 8.403 -0.49
O 5.166 5.287 7.487 -0.32
F 2.262 3.441 7.657 -0.27
H 3.661 4.854 6.140 -0.09
H 3.318 6.201 7.250 0.25
H 2.944 4.615 9.115 0.25
```